Record 1
The following is a DFT calculation (wB97M-V/def2-TZVPD) of a molecular structure, C12H33FN5O12P3S.

Last column: Mulliken charge in e.
Element x y z (Å)
O 6.530 -1.876 6.165  -0.589
P 6.319 -1.885 4.592  0.856
O 6.088 -0.248 3.968  -0.428
O 7.718 -2.600 3.785  -0.493
P 4.562 -3.088 3.969  -0.014
N 3.052 -2.373 4.600  0.009
P 2.621 -0.843 3.796  1.005
O 3.348 -0.595 2.404  -0.668
O 3.203 0.448 4.868  -0.470
O 0.914 -0.569 3.586  -0.434
S 1.811 -3.594 4.461  1.026
O 1.013 -3.573 3.135  -0.464
O 0.871 -3.652 5.727  -0.502
F 2.651 -5.128 4.478  -0.296
H 6.333 -0.345 2.982  0.344
H 7.315 -3.001 2.938  0.345
H 4.523 -2.922 2.510  0.122
H 3.202 0.026 5.798  0.348
H 0.725 -0.009 2.753  0.287
C 2.330 4.357 6.972  0.096
O 2.760 3.369 7.554  -0.568
N 2.589 4.686 5.658  0.172
C 2.040 5.876 5.043  -0.859
C 3.435 3.817 4.868  -0.895
H 1.677 5.085 7.479  0.271
H 1.426 5.581 4.187  0.277
H 2.864 6.511 4.703  0.323
H 1.423 6.437 5.750  0.300
H 2.987 2.820 4.832  0.216
H 4.417 3.745 5.346  0.307
H 3.548 4.206 3.852  0.356
C -0.435 0.885 0.425  0.133
O -0.801 0.940 1.592  -0.719
N 0.163 1.911 -0.275  0.219
C 0.567 1.765 -1.658  -1.013
C 0.397 3.175 0.392  -0.933
H -0.565 -0.030 -0.177  0.381
H 1.645 1.931 -1.730  0.337
H 0.038 2.508 -2.260  0.332
H 0.332 0.765 -2.033  0.339
H 1.039 3.005 1.262  0.238
H -0.560 3.579 0.735  0.309
H 0.876 3.887 -0.286  0.394
C -1.874 0.739 -3.926  0.157
O -0.676 0.595 -3.719  -0.643
N -2.724 -0.231 -4.411  0.151
C -4.134 0.020 -4.628  -0.765
C -2.194 -1.545 -4.713  -0.923
H -2.381 1.699 -3.731  0.264
H -4.715 -0.671 -4.013  0.262
H -4.363 -0.145 -5.685  0.307
H -4.396 1.047 -4.360  0.279
H -1.758 -1.970 -3.804  0.295
H -1.408 -1.446 -5.468  0.302
H -2.982 -2.203 -5.086  0.305
C -5.749 -1.955 -7.374  0.114
O -6.047 -1.010 -6.654  -0.616
N -6.074 -3.274 -7.138  0.133
C -5.682 -4.335 -8.042  -0.926
C -6.831 -3.611 -5.950  -0.899
H -5.174 -1.811 -8.303  0.312
H -6.582 -4.837 -8.409  0.337
H -5.058 -5.049 -7.498  0.336
H -5.119 -3.940 -8.892  0.291
H -7.786 -3.078 -5.974  0.300
H -6.270 -3.289 -5.068  0.246
H -7.011 -4.688 -5.900  0.384


Record 2
The following is a DFT calculation (wB97M-V/def2-TZVPD) of a molecular structure, C12H34BrN2O6Ti.

Last column: Mulliken charge in e.
Element x y z (Å)
Ti -0.027 1.264 0.683  0.161
Br 0.740 3.229 1.689  -0.355
C 2.767 0.149 1.431  -0.469
C 3.144 -0.973 0.508  -0.487
O 2.516 -0.707 -0.824  -0.517
O 1.366 0.014 1.513  0.238
H 3.111 1.132 1.152  0.455
H 3.211 -0.178 2.363  0.397
H 2.790 -1.952 0.869  0.259
H 4.284 -0.985 0.357  0.494
H 2.705 -1.393 -1.488  0.273
H 1.098 -0.546 2.279  0.147
C -2.395 2.276 1.427  -0.632
C -2.414 1.120 2.466  -0.194
O -1.125 0.610 2.468  -0.300
O -1.678 1.697 0.315  -0.140
H -1.815 3.101 1.721  0.234
H -3.439 2.581 1.217  0.411
H -3.188 0.345 2.134  0.339
H -2.674 1.454 3.498  0.396
H -1.160 -0.266 2.891  0.219
H -1.509 -6.491 5.176  0.708
C 1.721 2.318 -3.271  -1.339
C 0.481 2.246 -2.399  -0.282
C -0.571 1.314 -2.867  -0.436
O -0.799 1.439 -4.208  -0.435
C -1.762 2.521 -4.700  -0.587
N 0.975 1.757 -1.068  0.088
H 2.084 1.265 -3.487  0.345
H 2.525 2.925 -2.855  0.416
H 1.421 2.682 -4.238  0.394
H 0.033 3.164 -2.230  0.587
H -1.466 1.554 -2.275  0.283
H -0.325 0.305 -2.703  0.358
H -2.783 2.194 -4.275  0.294
H -1.752 2.374 -5.759  0.307
H -1.336 3.429 -4.410  0.325
H 1.613 0.982 -1.240  0.181
H 1.584 2.467 -0.674  0.440
C -1.500 -3.027 -0.565  -1.238
C -1.129 -1.871 0.511  0.034
C -0.139 -2.572 1.428  -0.927
O 0.014 -1.927 2.698  -0.488
C 0.504 -2.743 3.718  -0.906
N -0.559 -0.649 -0.281  0.055
H -2.210 -3.745 -0.111  0.398
H -0.553 -3.499 -0.794  0.361
H -1.967 -2.644 -1.473  0.398
H -2.003 -1.420 1.029  0.255
H 0.775 -2.587 0.875  0.064
H -0.415 -3.599 1.569  0.822
H 0.777 -2.101 4.585  0.362
H 1.483 -3.283 3.502  0.335
H -0.292 -3.504 3.901  0.240
H -1.132 -0.424 -1.088  0.258
H 0.398 -0.823 -0.692  0.401

* charge: +3


Record 3
The following is a DFT calculation (wB97M-V/def2-TZVPD) of a molecular structure, C12H34CuO10.

Last column: Mulliken charge in e.
Element x y z (Å)
Cu -0.048 0.271 -0.209  1.317
C -2.880 -0.634 -3.563  -1.262
C -2.515 -0.917 -2.115  -0.437
O -1.529 -0.110 -1.572  -0.381
H -2.082 -0.805 -4.291  0.270
H -3.272 0.369 -3.727  0.273
H -3.626 -1.401 -3.803  0.404
H -2.188 -1.973 -2.044  0.178
H -3.395 -0.808 -1.459  0.272
C 2.328 -1.352 2.008  -0.751
C 2.513 0.151 1.842  -0.417
O 1.543 0.794 1.080  -0.388
H 1.314 -1.666 2.243  0.021
H 3.038 -1.842 2.681  0.453
H 2.529 -1.864 1.060  0.063
H 3.517 0.317 1.421  0.354
H 2.504 0.572 2.861  0.285
C -1.200 -0.750 2.567  -0.225
C -1.172 -1.862 3.586  -0.836
O -1.982 -2.969 3.222  -0.526
O -0.902 -1.234 1.251  -0.330
H -0.573 0.118 2.774  0.230
H -2.226 -0.356 2.523  0.224
H -1.472 -1.395 4.533  0.392
H -0.165 -2.240 3.765  0.315
H -2.891 -2.672 3.340  0.349
H -1.036 -2.189 1.275  0.356
C 2.786 3.168 -1.437  -0.549
C 2.275 1.823 -1.860  -0.605
O 0.869 1.700 -1.661  -0.079
O 2.846 3.289 -0.034  -0.618
H 2.155 3.985 -1.812  0.276
H 3.725 3.390 -1.964  0.293
H 2.755 1.026 -1.294  0.217
H 2.453 1.700 -2.934  0.469
H 0.354 1.972 -2.425  0.162
H 2.693 2.423 0.386  0.335
C 1.872 -2.880 -2.784  -0.834
C 1.567 -1.501 -2.258  -0.173
O 1.101 -1.554 -0.914  -0.181
O 2.999 -3.369 -2.056  -0.526
H 2.150 -2.810 -3.837  0.407
H 0.989 -3.487 -2.561  0.385
H 0.844 -0.947 -2.861  0.312
H 2.463 -0.872 -2.318  0.070
H 1.361 -2.397 -0.531  0.174
H 3.131 -4.303 -2.239  0.304
C -2.404 2.376 0.911  -0.623
C -2.719 2.590 2.391  -0.450
O -4.110 2.603 2.632  -0.541
O -1.045 2.080 0.663  -0.311
H -2.715 3.261 0.333  0.538
H -3.083 1.642 0.473  0.259
H -2.200 3.490 2.747  0.356
H -2.273 1.770 2.953  0.228
H -4.446 3.403 2.214  0.329
H -0.525 2.874 0.826  0.172

* spin multiplicity: 2


Record 4
The following is a DFT calculation (wB97M-V/def2-TZVPD) of 6 unconnected molecules or ions with the total composition C12H34N10O12P2.

Last column: Mulliken charge in e.
Element x y z (Å)
C 3.892 -1.715 2.264  -0.783
O 3.152 -0.705 1.541  -0.081
C 3.854 -0.229 0.368  -0.537
C 3.730 1.392 0.388  -0.413
C 2.286 1.874 -0.111  -1.031
C 1.243 2.277 1.035  1.224
P -0.550 1.604 0.818  -0.247
P -0.673 -0.471 1.449  0.877
O 0.358 -0.898 2.494  -0.563
O -0.714 -1.429 0.040  -0.366
O -2.222 -0.669 2.191  -0.516
C 1.709 2.470 2.544  -0.324
O 0.788 3.541 2.990  -0.355
C 0.136 4.080 1.842  0.424
O -0.939 4.686 1.746  -0.516
O 1.007 3.710 0.739  -0.439
H 3.541 -2.739 1.867  0.252
H 5.029 -1.590 2.222  0.325
H 3.530 -1.654 3.360  0.185
H 3.285 -0.601 -0.563  0.122
H 4.940 -0.559 0.286  0.349
H 4.482 1.742 -0.418  0.357
H 4.091 1.850 1.365  0.308
H 2.411 2.768 -0.821  0.258
H 1.841 1.000 -0.720  0.214
H -0.840 1.609 -0.590  0.068
H -1.595 -1.205 -0.374  0.243
H -2.354 -1.647 2.201  0.310
H 2.692 3.068 2.480  0.376
H 1.758 1.576 3.248  0.206
C -4.583 -0.855 -0.708  0.648
O -3.613 -0.107 -0.647  -0.679
N -4.523 -2.091 -1.258  -0.238
N -5.801 -0.507 -0.230  -0.338
H -5.310 -2.716 -1.315  0.154
H -3.635 -2.388 -1.626  0.113
H -5.887 0.405 0.187  0.225
H -6.607 -1.104 -0.271  0.144
C 2.660 8.213 2.706  0.539
O 3.641 8.940 2.768  -0.655
N 2.700 6.976 2.150  -0.292
N 1.446 8.579 3.187  -0.342
H 1.906 6.365 2.090  0.210
H 3.584 6.667 1.781  0.170
H 1.375 9.491 3.608  0.200
H 0.629 7.997 3.146  0.173
C 4.313 -0.130 -3.401  0.638
O 4.623 -0.237 -2.224  -0.593
N 4.987 0.671 -4.266  -0.426
N 3.269 -0.802 -3.945  -0.356
H 4.748 0.773 -5.235  0.147
H 5.769 1.187 -3.899  0.230
H 2.743 -1.409 -3.333  0.227
H 2.997 -0.729 -4.908  0.149
C -7.518 -4.566 -0.547  0.703
O -7.127 -4.029 -1.576  -0.704
N -6.900 -5.642 -0.004  -0.381
N -8.604 -4.129 0.137  -0.392
H -7.204 -6.096 0.838  0.164
H -6.089 -5.996 -0.484  0.216
H -9.091 -3.331 -0.237  0.224
H -8.941 -4.554 0.981  0.166
C 0.432 -4.430 -2.392  0.555
O 1.398 -3.685 -2.332  -0.613
N 0.495 -5.665 -2.953  -0.405
N -0.788 -4.089 -1.905  -0.275
H -0.286 -6.292 -3.013  0.151
H 1.384 -5.955 -3.326  0.239
H -0.874 -3.179 -1.480  0.230
H -1.593 -4.686 -1.946  0.147

* SMILES: COCCC[C@@]1(PP(=O)(O)O)COC(=O)O1.NC(N)=O.NC(N)=O.NC(N)=O.NC(N)=O.NC(N)=O


Quick rundown of largest force on an atom, same order as above: 8.267, 4.278, 2.256, 5.016 eV Å⁻¹
Quick rundown of E, same order as above: -3175.784202, -4460.832498, -2870.335359, -2610.964753 hartree